Density functional theory data (ωB97M-V with the def2-TZVPD basis set) for one molecule with the formula C4H10N2O in a non-equilibrium geometry.

## Properties
SMILES   NCCNCC=O
Gap between HOMO and LUMO   0.361 Eh
Calculated total energy   -343.046659 hartree
Highest occupied orbital energy   -8.99 eV

Geometry as ORCA input:
```
! RIJCOSX wB97M-V def2-TZVPD def2/J DEFGRID3
* xyz 0 1
N 0.34078 3.04723 -1.44580
C 0.53220 2.12473 -0.28437
C 0.16165 0.59002 -0.37427
N 0.90747 -0.45819 0.69491
C 0.01274 -1.38010 1.40878
C -0.91047 -2.30218 0.64508
O -1.20304 -2.17537 -0.56971
H -0.19261 3.90460 -1.16732
H 1.29404 3.18666 -1.73856
H -0.04836 2.48066 0.72843
H 1.61205 2.10859 0.00760
H 0.33948 0.28145 -1.42770
H -0.76494 0.20588 -0.03062
H 1.43996 -1.00627 -0.03876
H 0.53506 -2.26726 1.85018
H -0.64885 -0.73475 2.08808
H -1.45598 -3.07467 1.17121
*
```